C17H20Cl3IrNO5 | wB97M-V/def2-TZVPD

Element x y z (Å)
1 C -0.86007 0.60137 -3.39621
2 C -1.67896 -0.56616 -3.30621
3 C -0.90823 -1.64759 -2.84276
4 C -3.11058 -0.63505 -3.67788
5 C 0.44667 -1.15536 -2.52548
6 C 0.47438 0.22900 -3.05114
7 C 1.69702 0.95945 -3.14808
8 C -1.29389 1.96861 -3.72273
9 C -1.32179 -3.06037 -2.81729
10 C 1.66799 -1.99275 -2.56395
11 Ir 0.01347 -0.28693 -0.57351
12 Cl -2.25413 -0.92264 -0.08321
13 Cl -0.96443 1.85249 -0.54128
14 Cl 0.60239 -2.38860 0.23999
15 H -3.61875 0.31123 -3.45075
16 H -3.61956 -1.44263 -3.13754
17 H -3.22894 -0.81911 -4.75482
18 H -2.22785 -3.20041 -2.21301
19 H -0.53165 -3.69563 -2.40584
20 H -1.54999 -3.40818 -3.83697
21 H 1.49790 -2.95516 -2.08601
22 H 2.48451 -1.48605 -2.03908
23 H 1.96419 -2.14400 -3.60670
24 H 2.58500 0.35339 -3.37690
25 H 1.93377 1.12611 -1.66881
26 H 1.67150 1.96005 -3.57873
27 H -2.16152 2.23544 -3.11178
28 H -1.56384 2.03923 -4.77871
29 H -0.47964 2.66716 -3.51258
30 O 1.80096 0.83965 -0.64045
31 H 1.43285 1.65725 -0.26038
32 O -0.90826 -1.29949 2.58039
33 C -0.13550 -0.35000 2.47093
34 O 0.31743 0.23524 1.40610
35 C 0.36235 0.24439 3.78706
36 C 0.81409 1.57940 3.86270
37 C 1.15194 2.15808 5.08703
38 C 1.09928 1.37568 6.25791
39 C 0.72894 0.01956 6.19332
40 C 0.36823 -0.53184 4.96726
41 N 1.32543 1.96065 7.54502
42 O 1.59309 3.18325 7.62415
43 O 1.22605 1.22616 8.56169
44 H 0.89584 2.16534 2.94627
45 H 1.45979 3.19721 5.15818
46 H 0.70557 -0.57242 7.10118
47 H 0.09698 -1.58500 4.91960

Values from the calculation:
* E: -2575.50735 Ha
* M: 616.9 g mol⁻¹
* energy above the lowest of the compared OMol25 structures with the same formula, charge and spin: 0.0 kJ/mol
* total charge: -2
* frontier orbital gap (spin up / spin down): 3.24 / 5.40 eV
* E_HOMO (spin up / spin down): 0.75 / -2.69 eV
* spin multiplicity: 6

These are the Mulliken partial charges, in e, on atoms 1 to 8: 0.83 1.15 0.42 -1.93 1.69 -0.03 -2.03 -1.98